Entry 1:
# N4

2 unconnected molecules or ions with the total composition N4 at a distorted geometry (ωB97M-V with the def2-TZVPD basis set, the OMol25 dataset).

Summary:
LUMO energy in eV: 1.68
Highest occupied orbital energy in eV: -14.76
Charge: 0
Energy relative to the best compared isomer or geometry (same formula, charge and spin) in kJ/mol: 0.1
Spin multiplicity: 1
SMILES: N#N.N#N

```
4
Properties=species:S:1:pos:R:3:forces:R:3
N -1.77488 0.58611 0.02375 -0.4 -1.8 -0.1
N -1.98981 -0.49326 -0.02565 0.4 1.8 0.1
N 1.64786 -0.54446 0.02754 0.8 1.8 -0.1
N 2.11683 0.45161 -0.02564 -0.8 -1.8 0.1
```
Forces are in eV/Å.

Computed Löwdin charges, given in elementary charges: N -0.0019; N 0.0012; N -0.0037; N 0.0044

=====

Entry 2:
# N4O12Tl

A molecular structure, N4O12Tl at a distorted geometry (ωB97M-V with the def2-TZVPD basis set, the OMol25 dataset).

Summary:
LUMO energy in eV: -3.45
Highest occupied orbital energy in eV: -5.10
Charge: -1
Energy relative to the best compared isomer or geometry (same formula, charge and spin) in kJ/mol: 527.7
Spin multiplicity: 1

```
17
Properties=species:S:1:pos:R:3:forces:R:3
Tl 5.39198 -13.32401 -9.20775 -0.3 -0.4 0.1
N 4.86526 -19.62657 -6.37077 2.5 -2.1 0.2
O 4.05158 -20.36963 -6.85044 -1.3 -1.1 0.3
O 5.05090 -18.52108 -6.72619 -1.6 6.7 -3.1
O 5.80310 -19.91879 -5.61877 0.5 -3.3 2.6
N -3.24931 -18.94075 -5.22513 0.2 -0.3 2.8
O -2.71397 -18.39258 -4.19953 0.6 -0.7 -1.9
O -4.42936 -18.74782 -5.34691 -2.7 1.1 -0.6
O -2.74983 -19.77073 -5.95407 1.9 -0.1 -0.3
N 0.46486 -17.35749 -9.90701 0.7 0.9 2.7
O 1.26186 -16.55196 -9.21723 -1.3 -2.6 -1.8
O 0.32028 -18.56610 -9.76697 2.1 -0.8 1.3
O -0.34359 -16.88940 -10.64686 -1.3 2.7 -2.2
N -4.40589 -20.05197 -12.75731 3.5 -0.3 0.6
O -3.93959 -21.14149 -12.40519 -0.8 -1.5 0.3
O -3.65791 -19.46236 -13.54779 -0.5 1.0 -1.3
O -5.32962 -19.53910 -12.20810 -2.2 0.7 0.3
```
Forces are in eV/Å.

Computed Löwdin charges, given in elementary charges: Tl 0.9890; N -0.6917; O 0.0669; O 0.0292; O -0.0019; N -0.6298; O 0.0164; O 0.0739; O 0.0938; N -0.6000; O -0.0586; O 0.0917; O 0.0769; N -0.6504; O 0.0599; O 0.0509; O 0.0836

=====

Entry 3:
# N4O2

N4O2 in the gas phase at a distorted geometry (ωB97M-V with the def2-TZVPD basis set, the OMol25 dataset).

Summary:
LUMO energy in eV: -0.93
Highest occupied orbital energy in eV: -11.17
Charge: 0
Energy relative to the best compared isomer or geometry (same formula, charge and spin) in kJ/mol: 199.5
Spin multiplicity: 1

```
6
Properties=species:S:1:pos:R:3:forces:R:3
N 2.50826 0.00456 -0.04135 -8.9 -0.3 -0.1
N 0.16912 -0.51204 0.11156 -1.0 -3.1 0.5
N 1.28696 -0.08819 -0.02376 9.0 1.7 -0.1
N -1.15198 0.09397 -0.00260 1.7 0.3 -0.2
O -1.16946 1.26755 0.01066 -0.3 2.4 0.0
O -2.03414 -0.68241 -0.06087 -0.5 -1.0 0.0
```
Forces are in eV/Å.

Computed Löwdin charges, given in elementary charges: N 0.2196; N 0.1204; N -0.1596; N -0.4371; O 0.1206; O 0.1361

=====

Entry 4:
# N4O5

2 unconnected molecules or ions with the total composition N4O5 at a distorted geometry (ωB97M-V with the def2-TZVPD basis set, the OMol25 dataset).

Summary:
LUMO energy (spin up / spin down) in eV: -0.94 / -2.87
Highest occupied orbital energy (spin up / spin down) in eV: -7.82 / -12.06
Charge: 0
Energy relative to the best compared isomer or geometry (same formula, charge and spin) in kJ/mol: 0.0
Spin multiplicity: 3

```
9
Properties=species:S:1:pos:R:3:forces:R:3
N 2.53050 1.92377 -1.08156 -0.3 -1.4 0.0
N 1.98393 1.45621 -0.23907 -0.5 0.2 1.4
N -2.34607 -1.84453 -0.15684 1.8 -1.7 -1.5
N -0.47505 -0.60689 1.08419 1.6 0.8 0.0
O 3.10656 2.21912 -2.04667 1.0 1.2 -1.4
O -2.76450 -0.87996 -0.68009 -2.2 2.6 -0.9
O -1.40363 -1.91981 0.66940 -0.9 -2.3 3.4
O -0.26906 -0.50097 2.22330 -0.3 -1.2 2.1
O -0.36267 0.15306 0.22735 -0.3 1.8 -3.1
```
Forces are in eV/Å.

Computed Löwdin charges, given in elementary charges: N -0.2980; N 0.2417; N -0.1221; N -0.3402; O 0.1012; O 0.1136; O 0.0099; O 0.1722; O 0.1217

=====

Entry 5:
# NO4

2 unconnected molecules or ions with the total composition NO4 at a distorted geometry (ωB97M-V with the def2-TZVPD basis set, the OMol25 dataset).

Summary:
LUMO energy (spin up / spin down) in eV: -3.82 / -3.84
Highest occupied orbital energy (spin up / spin down) in eV: -11.52 / -11.36
Charge: 0
Energy relative to the best compared isomer or geometry (same formula, charge and spin) in kJ/mol: 139.4
Spin multiplicity: 2

```
5
Properties=species:S:1:pos:R:3:forces:R:3
N 1.10712 -1.03207 0.00000 0.0 1.4 0.0
O 2.23297 -0.63684 0.00000 0.1 -0.7 0.0
O 0.35859 0.08268 0.00000 0.7 -1.0 0.0
O -1.51967 1.41988 0.00000 -4.8 -7.9 0.0
O -2.17902 0.16635 0.00000 3.9 8.2 0.0
```
Forces are in eV/Å.

Computed Löwdin charges, given in elementary charges: N -0.0874; O 0.0359; O 0.0686; O -0.0126; O -0.0046

=====

Entry 6:
# NO4S2

A gas-phase ion, NO4S2 (charge -1) at a distorted geometry (ωB97M-V with the def2-TZVPD basis set, the OMol25 dataset).

Summary:
LUMO energy in eV: 3.63
Highest occupied orbital energy in eV: -4.85
Charge: -1
Energy relative to the best compared isomer or geometry (same formula, charge and spin) in kJ/mol: 173.4
Spin multiplicity: 1
SMILES: O=[N+]([O-])S(=O)(=O)[S-]

```
7
Properties=species:S:1:pos:R:3:forces:R:3
O 1.42814 -0.67757 1.08183 0.3 0.1 -0.1
N 0.97894 -0.37785 -0.00046 0.4 -0.5 0.0
O 1.43041 -0.67114 -1.08341 0.3 0.1 0.1
S -0.66913 0.44219 0.00065 -1.9 0.8 0.0
O -0.67634 1.20525 1.22571 0.3 -0.3 -0.1
O -0.67577 1.20899 -1.22205 0.3 -0.3 0.1
S -1.81625 -1.12988 -0.00226 0.1 0.1 0.0
```
Forces are in eV/Å.

Computed Löwdin charges, given in elementary charges: O 0.0057; N -0.5304; O 0.0060; S 0.1519; O -0.4060; O -0.4060; S 0.1787

=====

Entry 7:
# NO5S

A molecular structure, NO5S at a distorted geometry (ωB97M-V with the def2-TZVPD basis set, the OMol25 dataset).

Summary:
LUMO energy (spin up / spin down) in eV: 3.73 / 3.73
Highest occupied orbital energy (spin up / spin down) in eV: -5.01 / -5.01
Charge: -1
Energy relative to the best compared isomer or geometry (same formula, charge and spin) in kJ/mol: 76.4
Spin multiplicity: 1

```
7
Properties=species:S:1:pos:R:3:forces:R:3
N -1.28690 0.04729 0.01997 3.2 0.7 1.2
O -1.73277 -0.42745 -0.98468 -1.5 -0.1 0.0
O 1.08048 -1.45405 0.32965 0.1 2.7 -1.4
O -1.84841 0.41732 1.05257 0.0 -0.6 -1.7
O 1.44789 0.48605 -1.41042 -1.5 -1.9 3.0
O 1.32338 0.94254 1.04291 -0.5 -1.6 -1.7
S 1.01633 -0.01171 -0.05000 0.2 0.8 0.7
```
Forces are in eV/Å.

Computed Löwdin charges, given in elementary charges: N -0.4055; O -0.0285; O -0.3826; O -0.0433; O -0.3868; O -0.3870; S 0.6337

=====

Entry 8:
# NO6S

A molecular structure, NO6S at a distorted geometry (ωB97M-V with the def2-TZVPD basis set, the OMol25 dataset).

Summary:
LUMO energy in eV: 3.34
Highest occupied orbital energy in eV: -5.94
Charge: -1
Energy relative to the best compared isomer or geometry (same formula, charge and spin) in kJ/mol: 97.4
Spin multiplicity: 1

```
8
Properties=species:S:1:pos:R:3:forces:R:3
N -1.54270 -0.04556 0.02900 0.4 3.0 0.9
O -1.39857 1.13763 0.23709 0.0 2.1 0.1
O 1.58564 0.64012 1.26862 -0.3 -0.8 0.6
O -2.60291 -0.55430 -0.09216 -3.0 -2.0 -0.6
O 1.60903 0.83586 -1.14984 -1.2 0.8 -0.4
O 2.35065 -1.22826 -0.29674 -2.4 1.3 1.9
O -0.52477 -0.74159 -0.00160 4.2 -3.2 -0.5
S 1.55447 -0.00463 0.00012 2.3 -1.3 -2.0
```
Forces are in eV/Å.

Computed Löwdin charges, given in elementary charges: N -0.6487; O 0.0123; O -0.2877; O 0.0429; O -0.3053; O -0.3346; O -0.0861; S 0.6072

=====

Entry 9:
# O4P3

A gas-phase ion, O4P3 (charge -1) at a distorted geometry (ωB97M-V with the def2-TZVPD basis set, the OMol25 dataset).

Summary:
LUMO energy in eV: 3.58
Highest occupied orbital energy in eV: -3.51
Charge: -1
Energy relative to the best compared isomer or geometry (same formula, charge and spin) in kJ/mol: 163.3
Spin multiplicity: 1

```
7
Properties=species:S:1:pos:R:3:forces:R:3
O -0.16999 1.96405 0.23472 0.2 0.4 -0.4
O 2.53602 -0.71400 0.52931 1.2 0.2 1.3
O -2.44129 -0.32667 0.57356 0.2 0.0 -0.7
O 0.13043 -0.82754 -0.15351 -0.5 -0.1 -0.6
P 1.68669 -0.74391 -0.64833 -0.6 -0.7 -1.2
P -1.69434 -0.56482 -0.70102 0.0 -0.2 0.7
P -0.04371 1.06367 -0.94760 -0.6 0.4 0.8
```
Forces are in eV/Å.

Computed Löwdin charges, given in elementary charges: O -0.5932; O -0.5054; O -0.5891; O -0.8537; P 0.4955; P 0.5446; P 0.5013

=====

Entry 10:
# O4PS

2 unconnected molecules or ions with the total composition O4PS (ωB97M-V with the def2-TZVPD basis set, the OMol25 dataset).

Summary:
LUMO energy in eV: 3.41
Highest occupied orbital energy in eV: -4.64
Charge: -1
Energy relative to the best compared isomer or geometry (same formula, charge and spin) in kJ/mol: 6.1
Spin multiplicity: 1

```
6
Properties=species:S:1:pos:R:3:forces:R:3
O 2.01748 -1.22561 0.24497 -0.4 0.6 0.2
O -2.73661 -0.70802 -0.61900 -0.8 -0.2 -0.2
O -0.77175 0.41639 0.43306 0.3 0.5 0.4
O 2.10342 0.98903 -0.74835 -0.4 -0.2 0.5
P -2.28212 0.35091 0.31751 0.7 -0.3 -0.3
S 1.66958 0.17730 0.37181 0.6 -0.4 -0.6
```
Forces are in eV/Å.

Computed Löwdin charges, given in elementary charges: O -0.4723; O -0.5911; O -0.7065; O -0.4737; P 0.4327; S 0.8109

=====

Entry 11:
# O8S2Sn

A molecular structure, O8S2Sn at a distorted geometry (ωB97M-V with the def2-TZVPD basis set, the OMol25 dataset).

Summary:
LUMO energy in eV: 3.81
Highest occupied orbital energy in eV: 0.20
Charge: -2
Energy relative to the best compared isomer or geometry (same formula, charge and spin) in kJ/mol: 399.5
Spin multiplicity: 1

```
11
Properties=species:S:1:pos:R:3:forces:R:3
Sn -0.30439 2.55576 0.78073 -0.4 -6.3 -0.9
S 1.64489 -0.14469 -1.56909 -0.9 -5.9 1.1
O 0.88452 1.14198 -1.38605 -1.4 3.0 1.1
O 1.77526 -0.87579 -0.28970 1.8 2.1 1.1
O 0.79976 -1.15763 -2.26466 -0.2 1.8 -2.1
O 2.90147 0.12215 -2.27963 0.1 0.8 0.0
S -1.58425 -0.38343 1.40538 1.0 -2.0 -0.1
O -2.18112 0.63895 0.50744 -0.5 2.9 -0.9
O -0.32816 0.34115 1.92005 0.9 2.9 0.3
O -2.46892 -0.70438 2.52934 0.2 0.5 -0.2
O -1.13907 -1.53407 0.64619 -0.7 0.3 0.6
```
Forces are in eV/Å.

Computed Löwdin charges, given in elementary charges: Sn 1.3211; S 0.1716; O -0.5518; O -0.4403; O -0.4416; O -0.4473; S 0.1934; O -0.5119; O -0.5666; O -0.4060; O -0.3207

=====

Entry 12:
# OS3

OS3 in the gas phase at a distorted geometry (ωB97M-V with the def2-TZVPD basis set, the OMol25 dataset).

Summary:
LUMO energy (spin up / spin down) in eV: -1.82 / -4.18
Highest occupied orbital energy (spin up / spin down) in eV: -8.43 / -9.91
Charge: 0
Spin multiplicity: 3

```
4
Properties=species:S:1:pos:R:3:forces:R:3
O -0.00386 1.37561 0.04760 1.1 1.5 0.8
S -1.90774 -0.65568 0.02425 1.6 -0.6 0.8
S 1.92270 -0.65722 0.02384 -0.3 -0.2 0.9
S -0.01111 -0.06271 -0.09569 -2.4 -0.7 -2.5
```
Forces are in eV/Å.

Computed Löwdin charges, given in elementary charges: O -0.5456; S 0.2515; S 0.3879; S -0.0938

=====

Entry 13:
# S2

S2 in the gas phase at a distorted geometry (ωB97M-V with the def2-TZVPD basis set, the OMol25 dataset).

Summary:
LUMO energy in eV: -2.97
Highest occupied orbital energy in eV: -8.70
Charge: 0
Energy relative to the best compared isomer or geometry (same formula, charge and spin) in kJ/mol: 30.3
Spin multiplicity: 1

```
2
Properties=species:S:1:pos:R:3:forces:R:3
S 0.00000 0.00000 1.01729 0.0 0.0 -3.7
S 0.00000 0.00000 -1.01729 0.0 0.0 3.7
```
Forces are in eV/Å.

Computed Löwdin charges, given in elementary charges: S 0.0000; S 0.0000

=====

Entry 14:
# S2

S2 in the gas phase (ωB97M-V with the def2-TZVPD basis set, the OMol25 dataset).

Summary:
LUMO energy in eV: -2.45
Highest occupied orbital energy in eV: -8.22
Charge: 0
Energy relative to the best compared isomer or geometry (same formula, charge and spin) in kJ/mol: 0.4
Spin multiplicity: 1

```
2
Properties=species:S:1:pos:R:3:forces:R:3
S 0.60058 -0.57077 0.42993 0.4 -0.3 0.3
S -0.60058 0.57077 -0.42993 -0.4 0.3 -0.3
```
Forces are in eV/Å.

Computed Löwdin charges, given in elementary charges: S 0.0000; S 0.0000

=====

Asked for molecular weight across the records above, the calculation gives 56.0 452.4 88.0 136.0 78.0 142.1 126.1 142.1 156.9 127.0 310.8 112.2 64.1 64.1 g mol⁻¹ in order.